Record 1
A 2-piece molecular cluster, C7H18N3OP overall at a distorted geometry. Source: the OMol25 dataset; level of theory: ωB97M-V with the def2-TZVPD basis set.

Results
* electronic energy: -858.2401 hartree
* ΔE to the lowest compared entry with this formula, charge and spin: 257.7 kJ/mol
* gap between HOMO and LUMO (alpha / beta): 0.304 / 0.255 hartree

ORCA input file:
```
! wB97M-V def2-TZVPD RIJCOSX def2/J DEFGRID3
* xyz 0 1
C -1.010 2.160 0.615
C -2.169 1.244 0.828
C -1.003 2.349 -1.850
C 2.535 -1.691 -1.124
C 0.453 -3.059 -0.281
C -0.120 1.830 -0.678
C 1.519 -1.995 -0.035
N -0.750 3.101 1.434
N -1.077 -1.159 2.601
N 0.004 0.377 -0.673
O 2.111 0.622 0.889
P 0.979 -0.304 0.548
H -2.784 1.759 1.464
H -2.619 0.926 -0.112
H -1.815 0.333 1.254
H -0.348 2.407 -2.650
H -1.338 3.278 -1.539
H -1.761 1.622 -2.126
H 3.013 -2.578 -1.615
H 2.003 -1.396 -1.936
H 3.038 -0.712 -0.820
H 0.908 -4.066 -0.290
H -0.010 -2.986 -1.283
H -0.297 -2.928 0.366
H 0.887 2.232 -0.567
H 2.134 -2.360 0.789
H 0.084 3.687 1.223
H -1.187 -0.708 3.411
H -0.932 -0.051 -0.632
H -0.447 -1.934 2.787
*
```

Record 2
C39H39Cl2HfN2O4PS2 as an isolated structure. Source: the OMol25 dataset; level of theory: ωB97M-V with the def2-TZVPD basis set.

Results
* electronic energy: -4025.8621 hartree
* gap between HOMO and LUMO: 0.304 hartree

ORCA input file:
```
! wB97M-V def2-TZVPD RIJCOSX def2/J DEFGRID3
* xyz 2 1
Hf 0.631 -0.953 0.684
Cl 2.865 -2.871 0.597
C 4.029 -1.887 1.547
Cl 3.800 -0.156 1.277
H 5.019 -2.164 1.208
H 3.852 -2.107 2.592
O -0.116 -1.108 4.410
C 0.627 -0.587 3.630
O 1.250 -1.243 2.629
C 0.950 0.901 3.577
P 0.561 1.516 1.884
C 1.666 2.871 1.484
C 2.514 2.793 0.382
C 3.380 3.840 0.099
C 3.394 4.961 0.916
C 2.539 5.047 2.009
C 1.670 4.008 2.294
C -1.115 2.169 1.970
C -2.055 1.588 2.818
C -3.371 2.028 2.787
C -3.748 3.037 1.914
C -2.811 3.616 1.067
C -1.495 3.181 1.088
H 2.031 1.016 3.688
H 0.440 1.462 4.358
H 2.492 1.929 -0.274
H 4.037 3.777 -0.758
H 4.071 5.776 0.699
H 2.548 5.928 2.637
H 0.996 4.085 3.140
H -1.775 0.803 3.511
H -4.098 1.587 3.455
H -4.773 3.384 1.902
H -3.102 4.418 0.401
H -0.765 3.643 0.433
C -3.830 0.966 -2.989
C -2.948 1.896 -2.174
N -1.529 1.771 -2.549
C -1.100 2.659 -3.651
C -0.523 3.957 -3.117
C -0.685 0.950 -1.958
S -1.342 -0.100 -0.718
N 0.599 1.051 -2.392
C 1.590 0.302 -2.021
O 1.527 -0.619 -1.085
C 2.909 0.497 -2.643
C 3.105 1.552 -3.537
C 4.346 1.745 -4.115
C 5.394 0.882 -3.815
C 5.200 -0.176 -2.936
C 3.962 -0.369 -2.348
H -4.876 1.139 -2.741
H -3.595 -0.076 -2.775
H -3.708 1.136 -4.059
H -3.044 1.705 -1.108
H -3.211 2.940 -2.344
H -1.991 2.840 -4.251
H -0.383 2.126 -4.267
H -1.249 4.490 -2.500
H -0.249 4.611 -3.944
H 0.369 3.762 -2.521
H 2.282 2.215 -3.765
H 4.500 2.563 -4.806
H 6.362 1.031 -4.273
H 6.015 -0.852 -2.717
H 3.800 -1.200 -1.677
O -1.095 -1.920 1.384
S -1.101 -3.279 2.162
C -2.760 -3.842 2.009
C -3.495 -3.646 0.845
C -4.779 -4.154 0.793
C -5.300 -4.850 1.882
C -4.554 -5.031 3.035
C -3.268 -4.512 3.113
C -0.262 -4.308 0.963
C -0.111 -3.874 -0.348
C 0.506 -4.712 -1.271
C 0.964 -5.959 -0.871
C 0.817 -6.372 0.447
C 0.202 -5.547 1.378
H -3.074 -3.099 0.011
H -5.381 -4.014 -0.094
H -6.305 -5.249 1.827
H -4.973 -5.560 3.880
H -2.681 -4.619 4.017
H -0.519 -2.927 -0.697
H 0.622 -4.386 -2.296
H 1.438 -6.616 -1.588
H 1.184 -7.342 0.754
H 0.091 -5.867 2.406
*
```

Q: Which of these has the lowest electronic energy?
A: C39H39Cl2HfN2O4PS2

What did the first record say?
A 2-piece molecular cluster, C7H18N3OP overall at a distorted geometry. Source: the OMol25 dataset; level of theory: ωB97M-V with the def2-TZVPD basis set.

Results
* electronic energy: -858.2401 hartree
* ΔE to the lowest compared entry with this formula, charge and spin: 257.7 kJ/mol
* gap between HOMO and LUMO (alpha / beta): 0.304 / 0.255 hartree

ORCA input file:
```
! wB97M-V def2-TZVPD RIJCOSX def2/J DEFGRID3
* xyz 0 1
C -1.010 2.160 0.615
C -2.169 1.244 0.828
C -1.003 2.349 -1.850
C 2.535 -1.691 -1.124
C 0.453 -3.059 -0.281
C -0.120 1.830 -0.678
C 1.519 -1.995 -0.035
N -0.750 3.101 1.434
N -1.077 -1.159 2.601
N 0.004 0.377 -0.673
O 2.111 0.622 0.889
P 0.979 -0.304 0.548
H -2.784 1.759 1.464
H -2.619 0.926 -0.112
H -1.815 0.333 1.254
H -0.348 2.407 -2.650
H -1.338 3.278 -1.539
H -1.761 1.622 -2.126
H 3.013 -2.578 -1.615
H 2.003 -1.396 -1.936
H 3.038 -0.712 -0.820
H 0.908 -4.066 -0.290
H -0.010 -2.986 -1.283
H -0.297 -2.928 0.366
H 0.887 2.232 -0.567
H 2.134 -2.360 0.789
H 0.084 3.687 1.223
H -1.187 -0.708 3.411
H -0.932 -0.051 -0.632
H -0.447 -1.934 2.787
*
```

Q: electronic energy of number 1 (C7H18N3OP)?
A: -858.2401 hartree